A molecular structure, C11H17BN6O3SV at a distorted geometry, computed with ωB97M-V/def2-TZVPD.

Element x y z (Å)
V1 -0.219 -0.045 0.441
S1 -2.310 -1.654 2.169
O1 -1.033 -1.998 2.795
O2 -3.170 -2.744 1.757
O3 -2.064 -0.699 0.988
N1 -0.812 0.854 -1.190
N2 1.128 -1.388 -1.757
N3 1.575 0.746 0.270
N4 2.146 0.734 -1.004
N5 0.446 -1.613 -0.554
N6 0.034 0.802 -2.305
C1 -1.761 1.979 -2.899
C2 0.410 -2.958 -0.363
C3 -1.913 1.570 -1.570
C4 -0.522 1.485 -3.311
C5 1.053 -3.591 -1.437
C6 2.454 1.367 1.099
C7 -3.240 -0.634 3.327
C8 3.335 1.344 -0.953
C9 3.575 1.753 0.357
C10 -0.470 1.572 2.599
C11 1.495 -2.565 -2.278
B1 1.398 0.075 -2.198
H1 -0.973 1.562 1.609
H2 2.053 -2.585 -3.201
H3 -2.733 -0.627 4.296
H4 0.009 1.571 -4.243
H5 4.441 2.259 0.730
H6 2.198 1.511 2.136
H7 3.920 1.431 -1.855
H8 -3.300 0.386 2.938
H9 2.028 0.138 -3.212
H10 -1.234 1.545 3.384
H11 -2.444 2.551 -3.493
H12 0.175 0.689 2.748
H13 -4.252 -1.039 3.432
H14 -2.711 1.757 -0.871
H15 -0.053 -3.368 0.521
H16 1.187 -4.644 -1.583
H17 0.156 2.469 2.682

Calculated values
- Kohn-Sham gap (spin up / spin down): 7.7 / 9.7 eV
- Max |F|: 0.06375 Eh/bohr
- ⟨S²⟩: 3.76
- Energy relative to the best compared isomer or geometry (same formula, charge and spin): 0.0 kcal per mole
- Multiplicity: 4
- DFT total energy: -63968.252 eV